Entry 1:
CH4NOPS | wB97M-V/def2-TZVPD

```
9
Properties=species:S:1:pos:R:3:forces:R:3:lowdin_charge:R:1
H -2.666498 1.576220 1.194961 -0.115 0.535 0.123 -0.17
P -2.113004 0.307464 1.358895 -0.018 -0.763 0.105 0.73
N -0.631267 0.717003 0.744494 0.120 -0.886 -0.668 -1.00
S -0.022932 2.150012 0.271453 0.376 0.690 -0.211 0.45
H -0.046134 -0.090534 0.442675 -0.380 0.589 0.858 -0.05
C 0.212838 -1.688388 -1.425080 1.120 1.189 0.220 -0.10
O 0.554763 -1.707112 -0.267567 -0.389 -0.426 -0.359 -0.03
H 0.737499 -1.049689 -2.148128 0.273 0.061 -0.088 0.09
H -0.630030 -2.187059 -1.847160 -0.987 -0.988 0.021 0.08
```
Positions in Å, forces in eV/Å.

**Frontier orbital gap (alpha / beta)**: 7.62 / 7.05 eV
**Maximum force**: 1.65 eV/Å
**HOMO energy (alpha / beta)**: -8.45 / -8.03 eV
**Calculated total energy**: -24760.726 eV
**Spin multiplicity**: 1


Entry 2:
C5H15N2 | wB97M-V/def2-TZVPD

```
22
Properties=species:S:1:pos:R:3:forces:R:3:lowdin_charge:R:1
C 0.753266 1.257583 -1.752267 -0.748 -0.322 0.026 -0.06
C -0.282018 0.338143 -2.408196 0.119 0.598 -0.066 -0.20
N -1.296098 -0.135512 -1.402590 0.553 -0.030 -0.001 0.13
H 1.572578 0.671821 -1.356904 0.276 0.207 0.110 0.07
H 1.077778 2.022193 -2.449814 0.320 -0.194 -0.162 0.09
H 0.269711 1.807715 -0.942591 0.131 -0.030 0.162 0.08
H -0.805939 0.892321 -3.182246 -0.252 -0.077 0.002 0.12
H 0.144776 -0.540669 -2.882593 0.107 -0.073 0.111 0.12
H -1.756615 0.664061 -0.978009 -0.115 0.151 0.003 0.15
H -2.005184 -0.675230 -1.888387 -0.153 -0.248 0.185 0.15
C -0.562730 0.046808 2.622172 -0.474 0.810 -0.165 -0.05
C 0.420734 -0.498584 1.654019 0.413 -0.086 -0.089 -0.44
C 1.706091 -0.176571 1.588145 -0.259 -0.214 -0.298 0.06
N -0.145635 -1.434534 0.698215 0.034 -0.119 0.545 0.05
H -0.139213 0.842572 3.231066 0.216 -0.197 0.089 0.09
H -1.385157 0.535943 2.081526 -0.065 -0.223 0.048 0.08
H -1.001086 -0.704351 3.276789 0.056 -0.151 -0.006 0.09
H 2.331212 -0.668778 0.852557 0.169 0.107 0.038 0.07
H 2.157119 0.559246 2.232848 -0.026 -0.007 0.114 0.08
H -0.804909 -2.029040 1.193409 -0.198 -0.004 -0.092 0.12
H 0.575487 -2.067435 0.374162 0.196 -0.016 -0.163 0.11
H -0.824169 -0.707702 -0.561310 -0.301 0.120 -0.392 0.10
```
Positions in Å, forces in eV/Å.

**Frontier orbital gap**: 9.89 eV
**Maximum force**: 0.95 eV/Å
**HOMO energy**: -12.91 eV
**Total charge**: +1
**Calculated total energy**: -8402.154 eV
**Spin multiplicity**: 1


Entry 3:
C5H8BrN | wB97M-V/def2-TZVPD

```
15
Properties=species:S:1:pos:R:3:forces:R:3:lowdin_charge:R:1
C 2.446109 1.527438 0.528898 -2.788 0.121 -1.066 0.14
C 1.303037 1.353586 0.158502 0.522 -0.970 1.483 -0.15
N 0.042611 0.875377 0.155439 0.550 -0.509 -0.471 -0.19
C -0.443577 -0.008014 1.194528 -0.339 2.906 2.708 -0.07
C -0.631641 0.792486 -1.034405 -1.897 -1.895 0.960 -0.17
C -1.625060 -0.109664 -1.147284 0.577 1.807 -2.233 0.01
H 3.431235 1.688547 0.378712 2.617 0.416 0.200 -0.01
H -1.486196 0.328519 1.325017 -0.036 -0.860 -0.331 0.10
H -0.369770 -1.098318 1.127193 0.485 0.374 -0.116 0.07
H -0.059418 0.493588 2.128809 0.356 -1.485 -0.609 0.12
H -0.341793 1.493731 -1.722545 0.414 1.586 -1.795 0.09
H -2.306329 -0.116818 -2.002321 0.445 -0.180 0.352 0.06
H -1.652788 -0.822575 -0.399751 -0.893 -1.346 0.968 0.00
Br 1.374387 -3.612438 -0.109988 -0.049 0.039 0.004 0.33
H 0.319193 -2.785446 -0.580803 0.037 -0.003 -0.056 -0.32
```
Positions in Å, forces in eV/Å.

**Frontier orbital gap**: 8.95 eV
**Maximum force**: 3.99 eV/Å
**HOMO energy**: -8.24 eV
**Calculated total energy**: -76843.353 eV
**Spin multiplicity**: 1


Entry 4:
C32H25N6O5Zr | wB97M-V/def2-TZVPD

```
69
Properties=species:S:1:pos:R:3:forces:R:3:lowdin_charge:R:1
Zr -0.647336 0.001941 -0.246951 1.145 1.488 0.934 1.89
O 3.931582 3.167403 -0.162533 -0.146 -1.722 0.391 0.06
C 2.993011 4.066953 0.012142 -1.706 1.029 -1.129 -0.27
C 3.408730 5.414270 0.068139 0.420 -1.226 -0.373 -0.02
C 2.486967 6.414225 -0.013786 -1.902 1.307 0.281 -0.07
C 1.078842 6.126151 -0.106668 1.341 -0.203 0.179 -0.07
C 0.696193 4.789323 -0.098010 -2.122 1.589 -0.053 -0.07
C 1.574610 3.739883 -0.088814 3.152 -0.715 0.780 -0.09
C 1.220258 2.318326 -0.094925 -1.349 1.997 0.207 -0.40
O -0.080111 2.047383 -0.168923 0.154 -1.632 -0.303 -0.21
N 2.121763 1.404865 -0.023885 0.124 0.952 -0.439 0.03
N 1.586869 0.166778 -0.102534 2.555 -2.954 -0.435 -0.10
C 2.548511 -0.779297 -0.235206 -1.536 2.279 0.466 0.02
C 2.257366 -2.142379 -0.115458 1.461 -1.542 -0.663 -0.14
C 3.379623 -3.068631 -0.146403 -1.110 0.561 0.755 0.00
C 3.139346 -4.407655 0.024892 -0.571 -0.459 0.112 -0.08
C 1.819671 -4.834413 0.304676 1.142 -0.144 0.037 -0.03
C 0.769932 -3.935814 0.342202 -1.377 -2.473 0.431 -0.01
C 0.939472 -2.640636 -0.025657 1.012 0.696 -0.753 -0.34
O -0.102281 -1.934216 -0.436147 -0.513 0.958 0.603 -0.26
H 3.431250 2.264412 -0.158006 1.074 0.835 0.065 0.08
H 4.497253 5.507258 0.013872 -0.420 0.519 0.295 0.13
H 2.750901 7.487113 0.059668 0.157 -0.839 -0.251 0.12
H 0.328770 6.935555 -0.164640 0.619 -0.628 0.143 0.11
H -0.393145 4.628132 -0.074202 0.587 -0.340 -0.152 0.12
H 3.615990 -0.465181 -0.343062 -1.088 -0.042 0.177 0.16
H 4.412213 -2.722744 -0.162517 -0.326 0.253 -0.279 0.12
H 3.921129 -5.170960 0.002981 -0.119 0.492 -0.017 0.11
H 1.730881 -5.913843 0.471035 -0.544 0.539 0.108 0.12
H -0.260745 -4.281991 0.565507 0.770 0.199 -0.321 0.14
O 1.526109 -1.150466 3.290949 -0.450 0.907 -0.751 0.04
C 0.708448 -1.872903 4.018636 -0.571 -0.432 -1.453 -0.30
C 1.227037 -2.725103 4.946168 0.281 -0.219 0.854 -0.01
C 0.420887 -3.656846 5.534023 2.689 -0.821 1.459 -0.09
C -0.899848 -3.734742 5.301846 -3.050 -0.973 0.147 -0.11
C -1.495117 -2.778541 4.508750 -1.158 -0.440 -0.752 -0.02
C -0.690268 -1.976783 3.717251 1.046 2.090 -0.841 -0.07
C -1.113107 -1.215071 2.519770 1.721 -0.401 1.210 -0.33
O -0.210959 -0.413369 1.928962 -1.924 -0.005 -0.762 -0.15
N -2.263842 -1.401373 1.976399 -1.891 -0.199 0.003 0.09
N -2.417238 -0.569722 0.934930 -2.898 0.531 -1.398 -0.13
C -3.630791 -0.374725 0.422438 2.295 -0.933 1.827 -0.01
C -3.826220 0.615201 -0.578529 -0.145 0.487 -2.246 -0.24
C -5.073101 0.875549 -1.203697 1.221 0.358 0.526 0.02
C -5.183560 1.892002 -2.142680 0.982 -0.750 0.250 -0.03
C -4.027339 2.574237 -2.481069 -0.057 0.822 -0.111 -0.02
C -2.799567 2.174083 -1.929741 -0.678 0.536 0.549 -0.09
N -2.677675 1.205226 -1.007721 -0.746 0.173 -0.470 0.01
H 0.824872 -0.700025 2.553130 2.015 -0.282 1.207 0.02
H 2.268841 -2.648772 5.149352 0.629 -0.088 0.211 0.12
H 0.892392 -4.331072 6.267594 -0.318 0.138 -0.538 0.13
H -1.477353 -4.608149 5.678720 0.273 1.142 0.112 0.12
H -2.584003 -2.657552 4.422866 0.500 -0.503 -0.169 0.12
H -4.455547 -0.902549 0.827052 -0.684 -0.497 0.479 0.13
H -5.943427 0.331679 -0.944808 -0.585 -0.566 0.488 0.11
H -6.120499 2.087823 -2.625920 -0.304 0.223 -0.005 0.12
H -4.151227 3.485077 -3.105869 0.654 -0.902 0.327 0.13
H -1.927127 2.774850 -2.106350 0.489 -0.150 -0.306 0.11
C -0.371908 -0.615016 -5.249485 0.732 1.390 0.073 -0.02
C 0.259767 0.537367 -4.728015 -0.298 -0.919 0.685 -0.01
C 0.205565 0.739784 -3.352317 0.124 0.341 0.444 -0.10
N -0.402115 -0.120966 -2.511507 0.112 -1.098 -1.075 -0.08
C -0.939247 -1.263483 -3.041438 -0.503 1.385 0.907 -0.10
C -1.036949 -1.454013 -4.393417 -0.568 -1.353 0.161 -0.05
H -0.317409 -0.880511 -6.286879 -0.060 0.250 -0.434 0.12
H 0.830392 1.264775 -5.276838 -0.031 -0.120 -0.529 0.11
H 0.716986 1.606315 -2.873651 -0.593 -0.656 -0.454 0.13
H -1.370672 -1.975698 -2.327673 0.207 0.307 -0.366 0.12
H -1.632718 -2.318702 -4.728029 0.658 0.451 -0.053 0.13
```
Positions in Å, forces in eV/Å.

**Frontier orbital gap**: 5.48 eV
**Maximum force**: 3.93 eV/Å
**HOMO energy**: -10.01 eV
**Total charge**: +1
**Calculated total energy**: -54045.725 eV
**Spin multiplicity**: 1


Which of these has the lowest maximum force? C5H15N2


Which of these has the lowest calculated total energy? C5H8BrN


Look up the calculated total energy of the first one. -24760.726 eV


Please write out number 3 again, unchanged.
C5H8BrN | wB97M-V/def2-TZVPD

```
15
Properties=species:S:1:pos:R:3:forces:R:3:lowdin_charge:R:1
C 2.446109 1.527438 0.528898 -2.788 0.121 -1.066 0.14
C 1.303037 1.353586 0.158502 0.522 -0.970 1.483 -0.15
N 0.042611 0.875377 0.155439 0.550 -0.509 -0.471 -0.19
C -0.443577 -0.008014 1.194528 -0.339 2.906 2.708 -0.07
C -0.631641 0.792486 -1.034405 -1.897 -1.895 0.960 -0.17
C -1.625060 -0.109664 -1.147284 0.577 1.807 -2.233 0.01
H 3.431235 1.688547 0.378712 2.617 0.416 0.200 -0.01
H -1.486196 0.328519 1.325017 -0.036 -0.860 -0.331 0.10
H -0.369770 -1.098318 1.127193 0.485 0.374 -0.116 0.07
H -0.059418 0.493588 2.128809 0.356 -1.485 -0.609 0.12
H -0.341793 1.493731 -1.722545 0.414 1.586 -1.795 0.09
H -2.306329 -0.116818 -2.002321 0.445 -0.180 0.352 0.06
H -1.652788 -0.822575 -0.399751 -0.893 -1.346 0.968 0.00
Br 1.374387 -3.612438 -0.109988 -0.049 0.039 0.004 0.33
H 0.319193 -2.785446 -0.580803 0.037 -0.003 -0.056 -0.32
```
Positions in Å, forces in eV/Å.

**Frontier orbital gap**: 8.95 eV
**Maximum force**: 3.99 eV/Å
**HOMO energy**: -8.24 eV
**Calculated total energy**: -76843.353 eV
**Spin multiplicity**: 1